1.
{"formula": "C24H47Al3Br2Cl3F4N3O15PS3", "method": "wB97M-V/def2-TZVPD", "species": ["C", "C", "S", "C", "C", "C", "C", "C", "F", "Br", "C", "F", "F", "Br", "O", "C", "O", "C", "C", "C", "C", "C", "O", "C", "H", "H", "H", "H", "H", "H", "H", "H", "H", "H", "H", "H", "H", "H", "H", "H", "H", "H", "H", "H", "H", "H", "H", "H", "H", "C", "O", "O", "O", "Al", "O", "S", "O", "O", "O", "Al", "O", "S", "O", "O", "O", "F", "O", "P", "N", "C", "C", "N", "C", "C", "N", "C", "C", "H", "H", "H", "H", "H", "H", "H", "H", "H", "H", "H", "H", "H", "H", "H", "H", "H", "H", "Cl", "C", "C", "Cl", "H", "H", "H", "H", "Al", "Cl"], "xyz": [[-3.0760, -8.8535, 1.3349], [-1.6602, -8.6003, 0.8683], [-1.1905, -6.9503, 1.5063], [0.5155, -6.6561, 0.9874], [0.7628, -6.0036, -0.4033], [-0.4465, -6.1363, -1.3052], [-0.1364, -5.7607, -2.7695], [-1.4787, -5.4314, -3.4438], [-2.4743, -6.1991, -2.9190], [-1.9063, -3.5938, -3.0370], [-1.4581, -5.7637, -4.9843], [-0.2455, -5.8285, -5.4811], [-2.0392, -6.9971, -5.1458], [-2.5588, -4.5276, -6.0722], [1.0831, -4.6270, -0.2523], [2.3584, -4.4452, 0.2121], [3.0774, -5.3842, 0.4676], [2.7797, -3.0172, 0.4350], [4.2594, -2.9505, 0.8031], [4.5408, -2.8951, 2.3075], [3.8386, -1.7892, 3.0801], [4.4343, -0.4165, 2.8289], [5.7639, -0.4100, 3.3400], [6.1046, 0.8581, 3.8606], [-3.3216, -9.8670, 1.0306], [-3.1322, -8.7456, 2.4769], [-3.7730, -8.2056, 0.8028], [-1.0083, -9.4109, 1.2349], [-1.6119, -8.6639, -0.2190], [1.0727, -7.5779, 1.1639], [0.9259, -5.9596, 1.7160], [1.5772, -6.5663, -0.8552], [-0.7912, -7.1617, -1.2994], [-1.2093, -5.4505, -0.9450], [0.2345, -6.6593, -3.2640], [0.5598, -4.9346, -2.8417], [2.1103, -2.6009, 1.1873], [2.6085, -2.4257, -0.4634], [4.6874, -2.0538, 0.3550], [4.8202, -3.7795, 0.3864], [4.3463, -3.8760, 2.7447], [5.6059, -2.6971, 2.4255], [2.7573, -1.7357, 2.9406], [3.9946, -1.9910, 4.1409], [4.4565, -0.1590, 1.7683], [3.8353, 0.2969, 3.3897], [5.9246, 1.6139, 3.0912], [5.5100, 1.1003, 4.7449], [7.1609, 0.8706, 4.1112], [-3.9415, -1.3099, -0.6962], [-4.5267, -2.3816, -0.6700], [-3.3860, -0.7627, 0.2807], [-3.7942, -0.5992, -1.7152], [0.3660, -8.7711, 2.6295], [-8.5890, -2.1459, 0.0849], [-8.0710, -1.1222, -0.8226], [-9.0328, -0.0216, -0.8362], [-7.9191, -1.6929, -2.1601], [-6.7688, -0.6391, -0.3740], [-3.8343, -6.9939, -6.8709], [0.5294, 2.7771, 1.5873], [1.3851, 1.6609, 2.0937], [1.5067, 0.6459, 1.0834], [0.5672, 1.0588, 3.3321], [2.6465, 2.1534, 2.5564], [-3.5392, -9.5233, 3.7188], [-2.7265, 5.0085, -2.8322], [-1.8587, 5.9024, -2.0057], [-1.3229, 6.9992, -3.2099], [-0.0302, 7.6452, -3.2772], [-2.3744, 7.7828, -3.8567], [-0.6649, 4.6821, -1.5606], [0.6655, 4.6563, -2.1513], [-1.1944, 3.3167, -1.5770], [-1.4492, 6.8481, -0.6649], [-2.2466, 8.0590, -0.4555], [-0.2919, 6.7553, 0.2066], [0.1037, 8.4585, -2.5467], [0.1034, 8.0783, -4.2688], [0.7919, 6.9447, -3.1663], [-2.7824, 8.5620, -3.2000], [-3.1972, 7.1359, -4.1630], [-1.9997, 8.2672, -4.7581], [0.6368, 4.5713, -3.2450], [1.2273, 3.8071, -1.7559], [1.2555, 5.5287, -1.8706], [-1.2410, 2.8945, -2.5863], [-2.1952, 3.2739, -1.1460], [-0.5441, 2.6735, -0.9690], [-1.7957, 8.9290, -0.9451], [-2.3506, 8.2845, 0.6059], [-3.2561, 7.9332, -0.8492], [0.5925, 7.2121, -0.2454], [-0.0608, 5.7345, 0.4830], [-0.4753, 7.2763, 1.1477], [2.0521, 5.8721, 2.1744], [2.6920, 6.9519, 3.4431], [1.6170, 7.7897, 4.0829], [0.9550, 9.0113, 2.9630], [3.4651, 7.5700, 2.9949], [3.1533, 6.3134, 4.1944], [2.0324, 8.3306, 4.9310], [0.7921, 7.1764, 4.4360], [-1.1482, 3.9006, 1.4642], [1.2832, 0.5488, 4.9167]], "charge": 1, "total_energy_ha": -11425.9727}

2.
{"formula": "C2H4Cl3NO2S", "method": "wB97M-V/def2-TZVPD", "species": ["C", "C", "N", "O", "O", "S", "Cl", "Cl", "Cl", "H", "H", "H", "H"], "xyz": [[1.7592, -0.1272, 1.2084], [0.5511, -0.4120, 0.3697], [-2.9031, -1.2110, -2.5649], [0.1313, 2.3051, 0.1620], [-0.9726, 1.1098, 2.0162], [-0.6444, 1.1673, 0.6055], [0.8598, -0.5291, -1.3393], [-2.7634, 0.0050, -1.4302], [-2.1206, -0.9017, -3.9943], [1.4527, -0.0137, 2.2475], [2.2379, 0.7935, 0.8792], [2.4784, -0.9429, 1.1368], [-0.0665, -1.2432, 0.7035]], "charge": 0, "total_energy_ha": -2062.4377}